Molecular formula: C3H7N2S
Method: DFT, ωB97M-V with the def2-TZVPD basis set

E_LUMO: -0.1730 hartree
HOMO-LUMO gap: 7.728 eV
Total charge: +1
E_HOMO: -12.435 eV
Max |F|: 3.463 eV/Å
ΔE to the lowest compared entry with this formula, charge and spin: 2.9558 eV
DFT total energy: -17030.61484 eV

Last column: natural (NBO) charge in e.
Element x y z (Å)
C: -1.7690 1.1266 -0.2337  -0.005
C: -4.0184 0.0250 0.0596  0.058
C: 2.7875 0.1584 0.0469  0.151
N: -2.8795 0.5563 0.2205  -0.353
N: 2.6588 1.3566 0.3116  -0.558
S: -0.2455 0.4377 -0.1283  -0.318
H: -1.9482 2.0368 -0.8195  0.234
H: -4.7358 0.0252 0.9256  0.206
H: -4.3498 -0.7160 -0.7251  0.211
H: 1.8260 -0.3907 0.0981  0.247
H: 3.7316 -0.3208 -0.2172  0.243
H: 1.7790 1.8484 0.5178  0.465
H: 3.4550 1.9060 0.3883  0.419

***

Molecular formula: C3H10N3O
Method: DFT, ωB97M-V with the def2-TZVPD basis set

SMILES string: C[NH2+][C@@H](N)C(N)=O
E_LUMO: -0.1106 hartree
HOMO-LUMO gap: 10.837 eV
Total charge: +1
E_HOMO: -13.848 eV
Max |F|: 5.198 eV/Å
ΔE to the lowest compared entry with this formula, charge and spin: 2.2969 eV
DFT total energy: -9784.00311 eV

Last column: natural (NBO) charge in e.
Element x y z (Å)
C: 2.1521 0.6699 -0.2144  -0.434
N: 0.9787 0.1808 0.5901  -0.534
C: -0.1346 -0.2640 -0.3115  0.040
N: 0.0543 -1.5900 -0.5959  -0.836
C: -1.4537 0.4887 0.6768  0.666
N: -2.6409 0.3047 0.1183  -0.786
O: -1.1423 1.1749 1.6330  -0.596
H: 2.9029 1.2457 0.2675  0.249
H: 2.6578 -0.2757 -0.6746  0.242
H: 1.6971 1.2741 -1.0933  0.226
H: 1.3134 -0.5841 1.1686  0.438
H: 0.6096 0.9197 1.2191  0.467
H: -0.2107 0.2045 -1.2137  0.215
H: -0.1710 -1.8383 -1.5685  0.406
H: -0.3005 -2.3002 0.0346  0.400
H: -2.8251 -0.1929 -0.6825  0.409
H: -3.4872 0.5821 0.6464  0.429

***

Molecular formula: C5H10N2O
Method: DFT, ωB97M-V with the def2-TZVPD basis set

SMILES string: C#CCN.CC#N.O
E_LUMO: 0.0275 hartree
HOMO-LUMO gap: 10.284 eV
E_HOMO: -9.536 eV
Max |F|: 4.600 eV/Å
ΔE to the lowest compared entry with this formula, charge and spin: 3.9803 eV
DFT total energy: -10371.32495 eV

Last column: natural (NBO) charge in e.
Element x y z (Å)
C: -0.5984 -0.8109 -1.8935  -0.305
C: -1.3989 -0.4173 -1.0884  0.010
C: -2.3473 0.0257 -0.0614  -0.312
N: -2.1282 -0.5116 1.2754  -0.815
H: 0.0998 -1.1291 -2.6209  0.239
H: -2.3209 1.1177 0.0026  0.226
H: -3.3555 -0.2495 -0.3896  0.221
H: -2.0839 -1.5241 1.2528  0.353
H: -1.2587 -0.1596 1.6651  0.384
C: 2.5357 -0.4942 0.3332  -0.726
C: 1.4718 0.3327 0.8697  0.435
N: 0.7132 0.8530 1.6035  -0.506
H: 3.1749 0.1199 -0.3021  0.270
H: 3.1116 -0.9185 1.1537  0.256
H: 2.1105 -1.2934 -0.2740  0.255
O: 1.1233 1.7852 -0.6671  -0.979
H: 0.4740 1.3189 -1.2127  0.483
H: 0.6770 1.9550 0.3537  0.512